Record 1
The following is a quantum chemistry calculation of 2 unconnected molecules or ions with the total composition C3H5Cl2NO5, from OMol25.

Element x y z (Å)
1 H -0.32 -0.79 1.49
2 O 0.00 -0.56 -0.53
3 N 2.35 -2.32 -2.85
4 O 1.96 -3.49 -3.08
5 C -1.16 1.09 0.65
6 O 1.51 -1.41 -2.42
7 O 1.21 -1.20 -0.56
8 H 0.91 0.48 0.96
9 H -0.59 1.95 2.55
10 C -1.52 1.72 2.00
11 C -0.08 0.02 0.79
12 Cl -2.58 0.37 -0.17
13 H -2.17 1.03 2.56
14 H -0.69 1.86 -0.01
15 O 3.55 -2.00 -3.09
16 Cl -2.38 3.26 1.71

## Properties
HOMO energy (alpha / beta) (eV): -10.603 / -10.813
Lowest unoccupied orbital energy (alpha / beta) (eV): -3.284 / -2.821
Total charge: 0
DFT total energy (hartree): -1468.2568



Record 2
The following is a quantum chemistry calculation of 2 unconnected molecules or ions with the total composition C3H5Cl2OP, from OMol25.

Element x y z (Å)
1 P -2.33 0.50 0.59
2 C 0.05 0.07 1.33
3 C 0.41 -0.63 0.14
4 C 1.21 0.09 -0.96
5 O 0.12 -1.82 0.02
6 H 1.13 1.07 -0.95
7 H 0.28 1.06 1.58
8 H 2.35 0.00 -0.88
9 H 1.11 -0.48 -1.85
10 Cl -1.80 1.75 -0.86
11 H 0.08 -0.48 2.20
12 Cl -2.61 -1.13 -0.36

## Properties
HOMO energy (eV): -8.907
Lowest unoccupied orbital energy (eV): -0.573
Total charge: 0
DFT total energy (hartree): -1454.2516



Record 3
The following is a quantum chemistry calculation of C3H5Cl3OSi in the gas phase, from OMol25.

Element x y z (Å)
1 C 0.04 -0.05 -0.38
2 Cl -2.94 -2.04 0.26
3 H 0.94 -1.84 -0.62
4 O -1.17 2.03 -0.11
5 C 0.44 -1.22 0.03
6 Cl -4.16 0.84 1.29
7 Si -2.86 -0.09 0.03
8 C -1.06 0.67 0.33
9 Cl -3.56 0.24 -1.92
10 H 0.56 0.37 -1.27
11 H -2.04 2.47 -0.01
12 H -0.74 0.70 1.45
13 H 0.33 -1.59 0.97

## Properties
HOMO energy (eV): -9.538
Lowest unoccupied orbital energy (eV): 0.466
Total charge: 0
SMILES string: C=C[C@@H](O)[Si](Cl)(Cl)Cl
DFT total energy (hartree): -1862.7235



F_max list, top to bottom, in eV/Å: 4.8 4.9 3.0
Relative energy (zero: lowest compared OMol25 entry of this formula, charge and spin) list, top to bottom, in kcal/mol: 36.6 50.0 3.3